{
  "formula": "C19H25N3O2S",
  "method": "ωB97M-V/def2-TZVPD",
  "species": ["C", "C", "C", "C", "C", "C", "O", "N", "C", "C", "C", "C", "C", "C", "N", "C", "C", "S", "N", "C", "O", "C", "C", "C", "C", "H", "H", "H", "H", "H", "H", "H", "H", "H", "H", "H", "H", "H", "H", "H", "H", "H", "H", "H", "H", "H", "H", "H", "H", "H"],
  "positions_angstrom": [[2.25365, -2.03036, 4.37278], [1.82939, -1.13803, 3.19784], [0.52398, -0.69021, 3.18309], [0.05123, 0.06578, 2.10109], [0.95118, 0.38229, 1.03963], [0.40294, 1.07225, -0.16266], [1.10930, 1.57151, -1.01981], [-0.96854, 1.10070, -0.33668], [-1.68243, 1.78764, -1.38977], [-2.05178, 0.79319, -2.50874], [-2.94360, -0.41048, -2.09744], [-4.41759, -0.07257, -1.84425], [-2.89014, -1.44846, -3.21111], [-2.82328, 2.60231, -0.79636], [-2.98730, 2.70500, 0.48697], [-4.10915, 3.48698, 0.81713], [-4.82439, 4.00387, -0.23190], [-4.04625, 3.48968, -1.72231], [2.25769, 0.07800, 1.16373], [2.69644, -0.67502, 2.20258], [4.01301, -1.05332, 2.33958], [4.92667, -0.78920, 1.29719], [4.78535, -1.90709, 0.23069], [5.59038, -1.77556, -1.07478], [4.07989, -1.46036, -1.01222], [2.00116, -3.06653, 4.12978], [3.31681, -1.93697, 4.59812], [1.74399, -1.74730, 5.27176], [-0.19750, -0.94764, 3.94721], [-0.99514, 0.36710, 2.08169], [-1.52418, 0.85144, 0.48336], [-1.03005, 2.52722, -1.88684], [-2.60523, 1.28485, -3.32712], [-1.11547, 0.38192, -2.90573], [-2.60209, -0.89431, -1.15462], [-4.89600, 0.43098, -2.67787], [-5.03142, -0.99504, -1.63561], [-4.59922, 0.56028, -0.94915], [-1.88034, -1.87616, -3.18148], [-3.62788, -2.20297, -3.00855], [-3.12475, -1.01645, -4.19995], [-4.46861, 3.61157, 1.85522], [-5.71433, 4.62838, -0.15144], [5.94498, -0.83165, 1.65903], [4.79414, 0.22232, 0.85717], [4.55767, -2.91226, 0.59467], [5.92904, -2.69125, -1.58424], [6.23496, -0.88953, -1.21622], [3.80024, -0.40057, -1.16729], [3.36254, -2.14597, -1.45612]],
  "lowdin_charge": [-0.023, -0.172, -0.024, 0.001, -0.160, -0.403, 0.070, 0.088, -0.290, -0.123, -0.431, -0.100, -0.091, -0.530, 0.032, -0.232, -0.381, 0.999, 0.214, -0.238, -0.031, -0.162, -0.260, -0.103, -0.151, 0.088, 0.077, 0.066, 0.117, 0.100, 0.099, 0.153, 0.120, 0.123, 0.137, 0.069, 0.090, 0.066, 0.084, 0.064, 0.092, 0.108, 0.068, 0.117, 0.133, 0.140, 0.093, 0.101, 0.104, 0.093],
  "smiles": "Cc1ccc(C(=O)N[C@@H](CC(C)C)c2nccs2)nc1OCC1CC1",
  "total_charge": 0,
  "de_lowest_kcal_mol": 65.9,
  "homo_energy_ev": -8.72,
  "orbital_gap_ev": 9.2
}



{
  "formula": "C19H25N3O3S",
  "method": "ωB97M-V/def2-TZVPD",
  "species": ["C", "O", "C", "O", "C", "C", "C", "N", "C", "C", "S", "C", "C", "N", "C", "O", "N", "C", "C", "C", "C", "C", "C", "C", "C", "C", "H", "H", "H", "H", "H", "H", "H", "H", "H", "H", "H", "H", "H", "H", "H", "H", "H", "H", "H", "H", "H", "H", "H", "H", "H"],
  "positions_angstrom": [[0.96014, 4.15937, 1.74360], [0.47322, 3.08630, 0.95042], [1.42546, 2.32911, 0.36108], [2.60514, 2.57082, 0.50186], [0.91594, 1.24798, -0.47180], [-0.38078, 0.92200, -0.68145], [-1.58724, 1.52945, -0.01011], [-2.70056, 0.59506, -0.05595], [-2.55001, -0.44517, 0.95203], [-3.48017, -1.61409, 0.67499], [-5.21567, -1.09954, 0.84503], [-5.10416, 0.26239, -0.35384], [-4.00074, 1.23621, 0.03046], [-0.69978, -0.04661, -1.59127], [0.18510, -0.59018, -2.51590], [-0.20747, -1.31100, -3.40557], [1.46526, -0.19871, -2.35310], [1.99889, 0.43086, -1.15569], [2.54857, -0.61075, -0.19088], [1.68008, -1.58738, 0.27896], [2.09110, -2.57928, 1.15564], [1.11972, -3.60473, 1.65745], [3.41644, -2.57711, 1.56667], [4.28994, -1.61266, 1.10244], [3.88307, -0.61884, 0.21974], [4.87112, 0.40502, -0.24919], [1.58414, 3.78048, 2.55560], [0.08285, 4.66608, 2.13764], [1.55652, 4.84130, 1.13424], [-1.33658, 1.82818, 1.01542], [-1.85955, 2.43672, -0.55772], [-1.51624, -0.80053, 0.92756], [-2.75221, -0.05227, 1.96366], [-3.32251, -2.41402, 1.39552], [-3.33760, -1.99805, -0.33592], [-6.07367, 0.75623, -0.35119], [-4.91441, -0.16914, -1.33728], [-4.01787, 2.07456, -0.67212], [-4.19842, 1.62756, 1.04332], [-1.68754, -0.24526, -1.70488], [2.13305, -0.63850, -2.96795], [2.80202, 1.10694, -1.46102], [0.65224, -1.58452, -0.05457], [0.37299, -3.83391, 0.90015], [1.63378, -4.52183, 1.93469], [0.60106, -3.22874, 2.54049], [3.76768, -3.33607, 2.25099], [5.31920, -1.63126, 1.43161], [5.84046, 0.23151, 0.21092], [4.52981, 1.40219, 0.02259], [4.99498, 0.36430, -1.33112]],
  "lowdin_charge": [-0.044, -0.064, -0.433, 0.105, -0.028, -0.150, -0.101, -0.209, -0.249, -0.458, 0.843, -0.461, -0.254, 0.166, -0.543, 0.073, 0.154, -0.187, -0.113, 0.017, -0.271, -0.051, -0.043, -0.037, -0.214, -0.042, 0.098, 0.093, 0.097, 0.132, 0.143, 0.114, 0.128, 0.074, 0.080, 0.073, 0.080, 0.122, 0.125, 0.149, 0.162, 0.141, 0.109, 0.076, 0.075, 0.081, 0.110, 0.108, 0.076, 0.065, 0.085],
  "smiles": "COC(=O)C1=C(CN2CCSCC2)NC(=O)N[C@@H]1c1cc(C)ccc1C",
  "total_charge": 0,
  "de_lowest_kcal_mol": 24.2,
  "homo_energy_ev": -8.64,
  "orbital_gap_ev": 9.2
}



{
  "formula": "C19H25N3O3S",
  "method": "ωB97M-V/def2-TZVPD",
  "species": ["C", "O", "C", "C", "N", "C", "S", "C", "C", "O", "N", "C", "C", "C", "C", "C", "C", "N", "C", "C", "C", "C", "C", "C", "C", "O", "H", "H", "H", "H", "H", "H", "H", "H", "H", "H", "H", "H", "H", "H", "H", "H", "H", "H", "H", "H", "H", "H", "H", "H", "H"],
  "positions_angstrom": [[-5.26143, -0.84676, -1.88309], [-3.93550, -0.92346, -2.36292], [-3.24214, -2.08529, -2.00393], [-2.81796, -2.13753, -0.52235], [-2.08306, -0.94189, -0.16342], [-0.80584, -0.72349, -0.56029], [0.10680, -2.10433, -1.24648], [0.58984, -2.85500, 0.35441], [1.13369, -1.80782, 1.31575], [0.43686, -1.44435, 2.24814], [2.38253, -1.36100, 1.11127], [3.19792, -1.57466, -0.06253], [3.30711, -0.27159, -0.85599], [3.91347, 0.82999, 0.01362], [4.01106, 2.14158, -0.75834], [3.05417, 0.98434, 1.26964], [2.92594, -0.35075, 1.99868], [-0.16105, 0.37378, -0.46628], [-0.79212, 1.44867, 0.10457], [-0.14402, 2.68630, 0.15997], [-0.75789, 3.75327, 0.77507], [-2.02396, 3.61722, 1.34282], [-2.68475, 2.41197, 1.27498], [-2.07911, 1.31985, 0.65108], [-2.79309, 0.05902, 0.52073], [-3.91571, -0.15435, 0.93051], [-5.29593, -0.68360, -0.80173], [-5.82013, -1.75616, -2.13345], [-5.71250, 0.00617, -2.38619], [-2.34838, -2.09239, -2.63566], [-3.84026, -2.98379, -2.21950], [-3.69489, -2.16724, 0.12836], [-2.21521, -3.03111, -0.35989], [-0.29438, -3.29816, 0.81452], [1.30814, -3.63725, 0.11862], [2.78069, -2.35562, -0.69389], [4.19407, -1.89155, 0.27109], [3.91908, -0.43960, -1.74327], [2.30648, 0.02801, -1.17410], [4.92373, 0.52605, 0.31558], [4.66995, 2.03077, -1.61653], [3.03068, 2.44138, -1.12061], [4.40280, 2.93286, -0.12317], [3.48931, 1.72388, 1.94366], [2.05597, 1.31896, 0.98707], [2.25402, -0.26225, 2.85347], [3.90842, -0.69171, 2.34477], [0.82983, 2.78733, -0.29213], [-0.25336, 4.70735, 0.81901], [-2.48734, 4.46273, 1.82825], [-3.67257, 2.28125, 1.69011]],
  "lowdin_charge": [-0.095, -0.174, -0.211, -0.128, 0.032, -0.559, 0.996, -0.330, -0.533, 0.054, -0.051, -0.156, -0.150, -0.383, -0.067, -0.136, -0.125, 0.129, -0.202, -0.014, -0.064, -0.070, 0.000, -0.055, -0.340, 0.071, 0.072, 0.090, 0.092, 0.101, 0.128, 0.126, 0.100, 0.082, 0.081, 0.088, 0.131, 0.121, 0.092, 0.140, 0.077, 0.067, 0.077, 0.121, 0.095, 0.122, 0.130, 0.096, 0.106, 0.104, 0.120],
  "smiles": "COCCn1c(SCC(=O)N2CCC(C)CC2)nc2ccccc2c1=O",
  "total_charge": 0,
  "de_lowest_kcal_mol": 32.5,
  "homo_energy_ev": -8.71,
  "orbital_gap_ev": 9.0
}



{
  "formula": "C19H25N3O5S5Ti",
  "method": "ωB97M-V/def2-TZVPD",
  "species": ["Ti", "O", "C", "S", "C", "C", "S", "S", "S", "C", "C", "N", "C", "C", "N", "C", "C", "H", "H", "H", "H", "H", "H", "H", "H", "H", "H", "H", "H", "H", "C", "C", "C", "C", "C", "C", "C", "S", "O", "O", "N", "C", "C", "C", "O", "O", "H", "H", "H", "H", "H", "H", "H", "H", "H", "H", "H", "H"],
  "positions_angstrom": [[0.09657, -1.10964, -0.90329], [-2.46183, -5.20788, 1.33035], [-1.84347, -4.19636, 1.25977], [-0.07286, -4.11703, 1.16796], [0.05264, -2.37268, 0.96979], [-1.12642, -1.65740, 0.96405], [-1.20711, 0.05128, 0.64416], [-2.60344, -2.57858, 1.20151], [1.60671, -1.62006, 0.81902], [3.78451, 0.82027, -2.34471], [2.81628, -0.24633, -1.78495], [1.47246, 0.32646, -1.61947], [1.04329, 0.89565, -2.90244], [1.95050, 2.08544, -3.28455], [3.08563, 2.12651, -2.33425], [2.58983, 2.43226, -0.97186], [1.51243, 1.39184, -0.60781], [4.09043, 0.59728, -3.36932], [4.68464, 0.88703, -1.72990], [3.16073, -0.60127, -0.80804], [2.75335, -1.11312, -2.45511], [-0.00035, 1.21381, -2.81011], [1.08266, 0.10469, -3.66007], [1.41200, 3.03261, -3.22633], [2.33653, 1.97483, -4.29923], [3.74142, 2.85826, -2.62344], [2.18124, 3.44366, -0.95732], [3.43077, 2.39408, -0.27792], [0.51540, 1.84187, -0.55223], [1.72840, 0.93388, 0.36679], [-6.08785, 3.76043, -3.94292], [-5.83303, 2.29972, -4.13826], [-6.80080, 1.34753, -3.83468], [-6.54951, -0.00097, -4.02311], [-5.32116, -0.39510, -4.51462], [-4.34263, 0.53084, -4.82240], [-4.60277, 1.87480, -4.63246], [-4.95855, -2.12588, -4.71710], [-6.06366, -2.85003, -5.24978], [-3.67967, -2.24393, -5.37800], [-4.81563, -2.60637, -3.10342], [-3.64476, -2.15963, -2.39909], [-2.33200, -2.80283, -2.89559], [-1.13348, -2.04028, -2.45340], [-0.07317, -2.61929, -2.05159], [-1.09342, -0.76584, -2.42515], [-7.08945, 3.94485, -3.56896], [-5.96687, 4.29782, -4.88139], [-5.37205, 4.17038, -3.23336], [-7.76044, 1.66292, -3.45428], [-7.29234, -0.74936, -3.80230], [-3.40085, 0.18191, -5.21587], [-3.84838, 2.60795, -4.87755], [-5.01404, -3.59059, -2.99937], [-3.78314, -2.36623, -1.33190], [-3.58186, -1.07593, -2.54070], [-2.36265, -2.75842, -3.99602], [-2.24782, -3.84827, -2.58621]],
  "lowdin_spin": [0.835, -0.001, 0.002, 0.006, 0.003, 0.015, 0.018, 0.011, 0.011, 0.001, 0.006, 0.017, 0.005, 0.000, 0.000, 0.001, 0.004, 0.000, 0.000, 0.000, 0.001, 0.001, 0.000, 0.000, 0.000, 0.000, 0.000, 0.000, 0.001, 0.001, 0.000, 0.000, 0.000, 0.000, 0.000, 0.000, 0.000, 0.000, 0.000, 0.000, 0.000, 0.001, 0.002, 0.020, -0.001, 0.038, 0.000, 0.000, 0.000, 0.000, 0.000, 0.000, 0.000, 0.000, 0.000, 0.000, 0.001, 0.000],
  "spin_multiplicity": 2,
  "total_charge": 1,
  "de_lowest_kcal_mol": 43.0,
  "s2": 0.75,
  "homo_energy_ev": [-10.46, -10.59],
  "orbital_gap_ev": [7.0, 7.1]
}



{
  "formula": "C19H25N3O5S5Ti",
  "method": "ωB97M-V/def2-TZVPD",
  "species": ["Ti", "O", "C", "S", "C", "C", "S", "S", "S", "C", "C", "N", "C", "C", "N", "C", "C", "H", "H", "H", "H", "H", "H", "H", "H", "H", "H", "H", "H", "H", "C", "C", "C", "C", "C", "C", "C", "S", "O", "O", "N", "C", "C", "C", "O", "O", "H", "H", "H", "H", "H", "H", "H", "H", "H", "H", "H", "H"],
  "positions_angstrom": [[0.26943, -1.31828, -1.95921], [-3.99546, -1.09267, -6.80712], [-3.35587, -1.20496, -5.80936], [-3.24449, 0.05936, -4.55827], [-2.14312, -0.81071, -3.52477], [-1.72683, -2.02813, -3.92937], [-0.72302, -3.14115, -2.99210], [-2.30715, -2.60830, -5.46910], [-1.73439, -0.06516, -1.97868], [-1.40754, -2.97851, 1.95935], [-1.05950, -2.79422, 0.47483], [-0.00908, -1.76809, 0.30904], [1.24696, -2.26610, 0.91125], [1.00703, -2.74457, 2.35067], [-0.35659, -2.26932, 2.76381], [-0.46763, -0.78510, 2.54071], [-0.42777, -0.54397, 1.02613], [-1.39781, -4.02372, 2.26574], [-2.36358, -2.53341, 2.23217], [-1.93873, -2.47279, -0.09328], [-0.69837, -3.72504, 0.03123], [1.97949, -1.46066, 0.88122], [1.63500, -3.08302, 0.30199], [1.72263, -2.32459, 3.05660], [1.00374, -3.82945, 2.44810], [-0.49668, -2.47253, 3.75414], [0.35909, -0.31894, 3.07336], [-1.40692, -0.46314, 2.98797], [0.27889, 0.25916, 0.80908], [-1.40697, -0.24838, 0.64155], [-2.09271, 2.40235, 3.63967], [-1.17649, 2.54283, 2.45609], [0.18975, 2.74773, 2.63458], [1.02712, 2.98626, 1.55316], [0.48883, 3.02577, 0.27252], [-0.86822, 2.80131, 0.06842], [-1.68603, 2.54954, 1.15872], [1.53061, 3.43710, -1.09670], [0.69182, 4.12682, -2.02166], [2.72742, 3.98921, -0.53574], [1.97612, 2.06669, -1.82880], [3.13805, 1.31254, -1.40271], [3.49069, 0.31812, -2.50256], [2.34618, -0.62999, -2.58414], [1.34839, -0.41028, -3.32929], [2.21518, -1.57526, -1.71543], [-1.59151, 1.93719, 4.48978], [-2.98314, 1.82370, 3.39527], [-2.43549, 3.38089, 3.97661], [0.59743, 2.77822, 3.63875], [2.07399, 3.20901, 1.70102], [-1.28450, 2.85742, -0.92679], [-2.74558, 2.40103, 1.00043], [1.23917, 1.62437, -2.36982], [2.95828, 0.75665, -0.46923], [3.97003, 1.98967, -1.22426], [4.39593, -0.21786, -2.21843], [3.62397, 0.82538, -3.45715]],
  "lowdin_spin": [0.943, 0.000, 0.000, 0.004, 0.009, -0.003, -0.008, -0.001, -0.001, 0.000, 0.001, 0.012, 0.003, 0.000, 0.000, 0.001, 0.005, 0.000, 0.000, 0.000, 0.000, 0.000, 0.001, 0.000, 0.000, 0.000, 0.000, 0.000, 0.001, 0.000, 0.000, 0.000, 0.000, 0.000, 0.000, 0.000, 0.000, 0.000, 0.000, 0.000, 0.001, 0.001, 0.002, 0.015, -0.001, 0.011, 0.000, 0.000, 0.000, 0.000, 0.000, 0.000, 0.000, 0.000, 0.000, 0.000, 0.000, 0.000],
  "spin_multiplicity": 2,
  "total_charge": 1,
  "de_lowest_kcal_mol": 31.0,
  "s2": 0.76,
  "homo_energy_ev": [-10.07, -10.05],
  "orbital_gap_ev": [6.5, 6.5]
}